{
  "formula": "C10H9Cl2FeNO",
  "method": "ωB97M-V with the def2-TZVPD basis set",
  "homo_lumo_gap_ev": [6.86, 6.73],
  "total_charge": 0,
  "fmax_ev_per_a": 4.78,
  "multiplicity": 5,
  "homo_energy_ev": [-7.763, -7.862],
  "relative_energy_kj_mol": 0.0,
  "s2": 6.02,
  "mol_weight_g_mol": 285.939,
  "elements": ["Fe", "C", "H", "H", "H", "H", "H", "Cl", "C", "C", "C", "Cl", "C", "C", "C", "C", "N", "C", "C", "O", "H", "H", "H", "H"],
  "coordinates": [[-0.97577, -0.09854, -1.61345], [0.52927, 1.04388, -4.77118], [0.80624, 0.93954, -3.69862], [0.63703, 0.02321, -5.16895], [1.29599, 1.66670, -5.23425], [-0.47121, 1.46301, -4.99846], [-1.50718, 1.40084, -1.63638], [1.03458, -4.16160, 0.21752], [0.63091, -2.71731, 1.02082], [0.70102, -2.55741, 2.42395], [0.32149, -1.34318, 3.04717], [0.21921, -1.17074, 4.74326], [-0.05285, -0.18315, 2.25440], [-0.32322, 1.16531, 2.69437], [-0.64632, 2.18100, 1.77608], [-0.72534, 1.85735, 0.41903], [-0.53922, 0.56077, 0.02510], [-0.14844, -0.45177, 0.86466], [0.15169, -1.67398, 0.19200], [-0.03848, -1.77989, -1.11183], [1.02750, -3.39823, 3.05160], [-0.20534, 1.38629, 3.76758], [-0.81295, 3.23586, 2.09961], [-0.90859, 2.61206, -0.36400]],
  "lowdin_charge": [0.808, -0.073, -0.009, 0.018, 0.011, 0.027, -0.077, 0.737, -0.617, -0.090, -0.632, 0.699, -0.159, 0.014, -0.042, -0.127, -0.131, -0.156, -0.397, -0.218, 0.114, 0.101, 0.121, 0.076]
}

---

{
  "formula": "C25H24ILiN5O6S2",
  "method": "ωB97M-V with the def2-TZVPD basis set",
  "homo_lumo_gap_ev": 6.87,
  "total_charge": -1,
  "fmax_ev_per_a": 0.24,
  "homo_energy_ev": -5.353,
  "relative_energy_kj_mol": 6.0,
  "mol_weight_g_mol": 688.475,
  "elements": ["Li", "C", "C", "N", "C", "C", "C", "O", "C", "C", "N", "C", "C", "C", "C", "C", "C", "I", "C", "O", "H", "H", "H", "H", "H", "H", "H", "H", "H", "H", "H", "H", "C", "S", "C", "O", "H", "H", "H", "H", "H", "H", "O", "S", "O", "O", "C", "N", "C", "C", "C", "N", "C", "C", "C", "N", "C", "C", "H", "H", "H", "H", "H", "H"],
  "coordinates": [[0.53825, 0.71910, -0.22784], [-3.93481, 0.06643, -0.00219], [-3.54793, 1.42150, -0.50864], [-4.48136, 2.25845, -0.86539], [-4.12700, 3.48176, -1.33346], [-2.83322, 3.90251, -1.44601], [-2.56657, 5.28062, -1.98618], [-1.83935, 5.27455, -3.21503], [-1.78255, 3.01987, -1.06363], [-0.42111, 3.46259, -1.12871], [0.61404, 2.76180, -0.80811], [1.84952, 3.42463, -0.78932], [2.00057, 4.66778, -0.16837], [3.23428, 5.29242, -0.10079], [4.35198, 4.68318, -0.64469], [4.22806, 3.44495, -1.25779], [2.99202, 2.82383, -1.32444], [2.83387, 0.96026, -2.24133], [-2.12422, 1.72084, -0.58822], [-1.29180, 0.84150, -0.22353], [-5.01776, -0.03156, -0.00960], [-3.55532, -0.08890, 1.01013], [-3.48099, -0.71515, -0.61426], [-4.94544, 4.13365, -1.61922], [-1.96542, 5.87459, -1.29441], [-3.52167, 5.79930, -2.11294], [-2.20256, 4.56990, -3.76205], [-0.26655, 4.48739, -1.47565], [1.12812, 5.12949, 0.27933], [3.32384, 6.25348, 0.38929], [5.32160, 5.15959, -0.58677], [5.09546, 2.95770, -1.68183], [1.01576, 0.82460, 4.06535], [1.14675, 1.87256, 2.61131], [-0.60246, 2.26004, 2.47431], [1.47647, 0.93044, 1.49572], [0.68800, 1.42086, 4.91639], [2.00836, 0.42055, 4.25570], [0.31533, 0.01631, 3.85766], [-0.91870, 2.81103, 3.35971], [-1.15856, 1.33102, 2.35138], [-0.72621, 2.86870, 1.58049], [0.51631, -9.22282, 2.82545], [1.53056, -8.28696, 2.38348], [1.74679, -7.15827, 3.26776], [2.74170, -8.89065, 1.85151], [0.81313, -7.54282, 0.87782], [0.23567, -8.36616, -0.00113], [-0.27870, -7.80421, -1.08148], [-0.23830, -6.43753, -1.31806], [0.40475, -5.67214, -0.35752], [0.92383, -6.22881, 0.73329], [0.52245, -4.19064, -0.44268], [0.95020, -3.47517, 0.67017], [1.02295, -2.09561, 0.59461], [0.69970, -1.39876, -0.49782], [0.30687, -2.08840, -1.56643], [0.20869, -3.46829, -1.59062], [-0.75723, -8.47291, -1.79124], [-0.69810, -6.00915, -2.19700], [1.21862, -4.01073, 1.57087], [1.34829, -1.50864, 1.44370], [0.04803, -1.50526, -2.44424], [-0.11696, -3.96022, -2.49678]],
  "lowdin_charge": [0.485, -0.031, -0.263, 0.102, -0.127, -0.182, -0.224, -0.065, -0.089, -0.079, 0.005, -0.357, -0.034, -0.088, -0.098, -0.157, -0.643, 0.990, -0.340, -0.133, 0.073, 0.077, 0.081, 0.100, 0.117, 0.110, 0.093, 0.121, 0.113, 0.102, 0.100, 0.090, -0.250, 0.863, -0.239, -0.611, 0.055, 0.056, 0.065, 0.062, 0.063, 0.033, -0.368, 0.386, -0.377, -0.369, -0.339, 0.120, -0.127, -0.008, -0.224, 0.159, -0.135, 0.017, -0.118, -0.016, -0.152, -0.009, 0.104, 0.094, 0.119, 0.091, 0.107, 0.102]
}

---

{
  "formula": "C40H82N5O11P",
  "method": "ωB97M-V with the def2-TZVPD basis set",
  "homo_lumo_gap_ev": 8.09,
  "total_charge": 0,
  "fmax_ev_per_a": 5.71,
  "smiles": "COC[C@@](Cc1cccc(C)c1)(CP(=O)(O)O)OCCOc1ccccc1.COC[C@@H](C)N.COC[C@@H](C)N.COC[C@@H](C)N.COC[C@@H](C)N.COC[C@@H](C)N",
  "homo_energy_ev": -8.018,
  "relative_energy_kj_mol": 1738.0,
  "mol_weight_g_mol": 840.094,
  "elements": ["C", "O", "C", "C", "C", "C", "C", "C", "C", "C", "C", "C", "C", "P", "O", "O", "O", "O", "C", "C", "O", "C", "C", "C", "C", "C", "C", "H", "H", "H", "H", "H", "H", "H", "H", "H", "H", "H", "H", "H", "H", "H", "H", "H", "H", "H", "H", "H", "H", "H", "H", "H", "H", "H", "C", "O", "C", "C", "C", "N", "H", "H", "H", "H", "H", "H", "H", "H", "H", "H", "H", "C", "O", "C", "C", "C", "N", "H", "H", "H", "H", "H", "H", "H", "H", "H", "H", "H", "C", "O", "C", "C", "C", "N", "H", "H", "H", "H", "H", "H", "H", "H", "H", "H", "H", "C", "O", "C", "C", "C", "N", "H", "H", "H", "H", "H", "H", "H", "H", "H", "H", "H", "C", "O", "C", "C", "C", "N", "H", "H", "H", "H", "H", "H", "H", "H", "H", "H", "H"],
  "coordinates": [[-0.21001, 2.38714, 3.83696], [-1.28775, 1.52628, 3.32767], [-1.54693, 1.73378, 1.89513], [-0.92866, 0.49893, 0.95367], [-0.55441, -0.77017, 1.96589], [-0.14137, -2.14597, 1.16512], [-1.19603, -3.43821, 1.04875], [-0.70606, -4.76333, 0.17632], [0.78284, -4.85682, -0.57908], [1.81707, -3.59169, -0.43627], [3.31866, -3.49529, -1.12845], [1.32405, -2.28318, 0.42806], [-2.16564, 0.08311, -0.09247], [-2.28239, 1.28851, -1.60422], [-1.90548, 2.78336, -1.25569], [-1.25051, 0.56733, -2.84679], [-3.93494, 1.10935, -2.23041], [0.19214, 0.92286, 0.10039], [1.23867, 1.62834, 0.85618], [2.67077, 1.78883, 0.00845], [2.91583, 0.64473, -0.88277], [2.72486, 0.98463, -2.30097], [1.65495, 2.06260, -2.91774], [1.55144, 2.29253, -4.54472], [2.52236, 1.45708, -5.58547], [3.60824, 0.32884, -5.01703], [3.67443, 0.14089, -3.38729], [0.72263, 1.71481, 4.05576], [-0.54219, 2.90699, 4.84965], [0.12466, 3.24773, 3.11852], [-2.73239, 1.68022, 1.76429], [-1.22860, 2.77872, 1.47581], [0.30447, -0.50432, 2.73048], [-1.50522, -1.03899, 2.63429], [-2.27522, -3.40452, 1.54781], [-1.45318, -5.66355, 0.06034], [1.10405, -5.78761, -1.21522], [4.13593, -3.11612, -0.36734], [3.23372, -2.63561, -1.95103], [3.60987, -4.47077, -1.70546], [2.06214, -1.37644, 0.53294], [-1.98935, -0.99285, -0.57795], [-3.20497, -0.02106, 0.48558], [-1.20418, -0.40568, -2.57428], [-4.23140, 0.21153, -1.84543], [0.94518, 2.74707, 1.15175], [1.51395, 1.09966, 1.87030], [3.51547, 1.73635, 0.85057], [2.78361, 2.84209, -0.48858], [0.98722, 2.65494, -2.12987], [0.78419, 3.09002, -4.95178], [2.49882, 1.61413, -6.74976], [4.31357, -0.31432, -5.69517], [4.43408, -0.66972, -2.97112], [6.08656, 3.80724, 1.93790], [5.15114, 4.00318, 0.88845], [5.07567, 5.34910, 0.40825], [6.18850, 5.72969, -0.59578], [7.54452, 5.97808, 0.06111], [6.34506, 4.70724, -1.64086], [6.15157, 4.67370, 2.60184], [7.06708, 3.56542, 1.52401], [5.75843, 2.94449, 2.52619], [4.11415, 5.42099, -0.11345], [5.02682, 6.05650, 1.24431], [5.88717, 6.66788, -1.07674], [8.05606, 5.05345, 0.34071], [8.20966, 6.50988, -0.63104], [7.43880, 6.59604, 0.95907], [5.46175, 4.61795, -2.14441], [6.44570, 3.80346, -1.16859], [-0.54702, -10.14273, 3.29997], [-0.61470, -9.16757, 2.27078], [-0.61180, -7.81489, 2.73777], [0.79133, -7.26395, 3.08271], [1.34264, -7.78446, 4.40828], [1.76162, -7.55297, 2.01636], [-1.08002, -9.83026, 4.20222], [0.49509, -10.37242, 3.52900], [-1.00946, -11.06151, 2.92571], [-1.01251, -7.21794, 1.91016], [-1.31058, -7.69213, 3.57349], [0.70029, -6.17533, 3.17725], [1.71687, -8.80912, 4.33887], [2.18419, -7.16285, 4.73945], [0.57822, -7.75134, 5.19183], [1.43743, -7.11511, 1.15325], [1.70164, -8.55591, 1.81511], [4.80233, -8.59268, 5.27439], [3.98940, -8.79938, 6.41944], [3.55208, -10.15029, 6.59719], [4.60211, -11.07804, 7.25142], [5.71857, -11.50285, 6.30008], [5.20095, -10.45916, 8.44325], [4.50807, -9.23124, 4.43687], [5.85206, -8.75054, 5.52810], [4.69398, -7.54766, 4.96736], [2.68892, -10.09305, 7.27065], [3.17982, -10.56435, 5.65285], [4.08126, -11.99078, 7.56439], [6.45764, -10.71467, 6.13469], [6.26131, -12.36304, 6.71212], [5.31346, -11.80204, 5.32758], [4.46008, -10.26975, 9.11928], [5.52321, -9.52537, 8.17089], [-7.58427, 5.32064, -2.02634], [-6.47502, 4.45404, -1.84383], [-6.46611, 3.31556, -2.71077], [-5.92928, 3.60259, -4.13229], [-6.92361, 4.34553, -5.02188], [-4.66906, 4.35903, -4.09060], [-8.49472, 4.77722, -2.29382], [-7.34994, 6.07348, -2.78103], [-7.76026, 5.84733, -1.08309], [-5.79240, 2.59168, -2.23752], [-7.45503, 2.84336, -2.74021], [-5.73230, 2.63465, -4.60834], [-6.98908, 5.41103, -4.78688], [-6.61977, 4.27242, -6.07384], [-7.92636, 3.91364, -4.93621], [-3.97627, 3.81028, -3.58004], [-4.82355, 5.17314, -3.48782], [-6.52684, 11.34132, -5.78553], [-6.37658, 10.14608, -6.53623], [-5.62773, 9.12255, -5.87335], [-6.44238, 8.30213, -4.84643], [-6.69816, 9.04472, -3.53679], [-7.72986, 7.86389, -5.40539], [-5.64786, 11.55848, -5.17233], [-7.42330, 11.28296, -5.16572], [-6.66978, 12.16689, -6.48987], [-5.30059, 8.43876, -6.66535], [-4.71606, 9.53689, -5.42729], [-5.85398, 7.41002, -4.60096], [-7.48644, 9.79706, -3.62280], [-7.01724, 8.34089, -2.75763], [-5.78843, 9.54081, -3.18227], [-7.54859, 7.28221, -6.22427], [-8.18928, 8.69265, -5.79536]],
  "lowdin_charge": [-0.118, -0.243, -0.133, -0.365, -0.097, -0.130, -0.038, -0.074, -0.042, -0.169, -0.110, 0.030, -0.160, 0.759, -0.363, -0.220, -0.244, -0.169, -0.136, -0.139, -0.171, -0.131, -0.009, -0.055, -0.079, -0.067, -0.018, 0.093, 0.110, 0.091, 0.144, 0.133, 0.122, 0.140, 0.089, 0.073, 0.086, 0.091, 0.072, 0.079, 0.091, 0.102, 0.123, 0.080, 0.087, 0.130, 0.120, 0.139, 0.128, 0.100, 0.091, 0.074, 0.080, 0.082, -0.105, -0.219, -0.196, -0.429, -0.076, 0.039, 0.091, 0.075, 0.085, 0.117, 0.117, 0.135, 0.064, 0.079, 0.077, 0.072, 0.072, -0.109, -0.193, -0.194, -0.421, -0.069, 0.046, 0.090, 0.070, 0.088, 0.096, 0.118, 0.134, 0.054, 0.074, 0.084, 0.045, 0.072, -0.114, -0.205, -0.203, -0.430, -0.076, 0.033, 0.091, 0.073, 0.086, 0.121, 0.110, 0.134, 0.064, 0.078, 0.078, 0.072, 0.072, -0.102, -0.189, -0.196, -0.422, -0.073, 0.047, 0.092, 0.054, 0.089, 0.093, 0.117, 0.134, 0.033, 0.079, 0.081, 0.060, 0.068, -0.110, -0.194, -0.191, -0.431, -0.066, 0.039, 0.089, 0.072, 0.088, 0.123, 0.119, 0.119, 0.066, 0.062, 0.082, 0.072, 0.074]
}

---

{
  "formula": "C27H35FI2N5O9RhSe",
  "method": "ωB97M-V with the def2-TZVPD basis set",
  "homo_lumo_gap_ev": [3.77, 4.57],
  "total_charge": 0,
  "fmax_ev_per_a": 4.63,
  "multiplicity": 5,
  "homo_energy_ev": [-5.394, -8.763],
  "relative_energy_kj_mol": 291.8,
  "s2": 6.03,
  "mol_weight_g_mol": 1028.275,
  "elements": ["Rh", "C", "C", "C", "C", "C", "C", "C", "N", "C", "C", "C", "C", "C", "C", "C", "N", "C", "C", "C", "C", "H", "H", "H", "H", "H", "H", "H", "H", "H", "H", "H", "H", "H", "H", "H", "H", "H", "H", "H", "H", "H", "H", "H", "H", "O", "Se", "O", "O", "O", "F", "C", "C", "N", "C", "C", "O", "O", "C", "O", "N", "C", "O", "H", "H", "H", "H", "I", "I", "C", "N", "C", "C", "O", "H", "H", "H", "H", "H", "H", "H"],
  "coordinates": [[-0.62928, -1.49858, 0.76037], [1.42759, 5.13103, 0.15423], [1.43918, 4.17537, -1.09739], [0.46981, 4.73458, -2.15597], [2.86735, 4.02133, -1.59509], [0.98393, 2.80658, -0.55877], [1.89679, 1.85387, 0.06862], [1.37133, 0.74054, 0.62203], [0.08077, 0.40916, 0.54097], [-0.84439, 1.22588, -0.01159], [-0.34761, 2.40354, -0.68458], [-2.19439, 0.68249, -0.07124], [-3.31517, 1.30521, -0.64477], [-4.49653, 0.60240, -0.80234], [-4.54896, -0.71409, -0.29383], [-3.48450, -1.16870, 0.46517], [-2.30126, -0.53277, 0.52147], [-5.54153, 1.25337, -1.73682], [-6.36405, 2.33030, -0.97748], [-6.60855, 0.30559, -2.30079], [-4.82392, 1.94975, -2.92711], [1.83322, 6.08579, -0.12484], [2.06566, 4.68752, 0.90590], [0.42271, 5.20946, 0.55494], [0.77950, 5.77901, -2.41492], [-0.53033, 4.80083, -1.68891], [0.47541, 4.20846, -3.10518], [3.16482, 4.89216, -2.16066], [2.93374, 3.07721, -2.18104], [3.57224, 3.92335, -0.73824], [2.95438, 2.09843, 0.11540], [2.03772, 0.08624, 1.15692], [-1.05703, 3.05093, -1.18056], [-3.24266, 2.34756, -0.87041], [-5.50388, -1.27586, -0.18232], [-3.48232, -2.05749, 1.09749], [-7.00892, 1.75939, -0.26408], [-7.02321, 2.86967, -1.68732], [-5.77725, 3.05011, -0.36365], [-7.23328, -0.19975, -1.51242], [-6.26612, -0.53674, -2.92528], [-7.38065, 0.88304, -2.87620], [-4.16842, 2.72316, -2.51403], [-5.58909, 2.49185, -3.49416], [-4.18710, 1.29184, -3.59210], [1.65303, -4.34528, 2.20812], [0.63634, -3.90700, 1.01398], [-1.03950, -3.62742, 1.26772], [1.10681, -2.11629, 1.08968], [0.90374, -4.32070, -0.56790], [4.98944, 0.79518, 0.70990], [5.12756, -0.50056, 0.49016], [5.18923, -1.13182, -0.74986], [4.84493, -2.45046, -0.90429], [4.37306, -3.14223, -2.10098], [3.99681, -2.14494, -3.22946], [4.05124, -2.60114, -4.38900], [3.60868, -1.04512, -2.76428], [5.29215, -3.32151, 0.12659], [5.48230, -4.50795, -0.05532], [5.46313, -2.69226, 1.31975], [5.17093, -1.33428, 1.67029], [5.01997, -1.00690, 2.84582], [5.33953, -0.56897, -1.70143], [3.41746, -3.58799, -1.81036], [5.09408, -3.94387, -2.32164], [5.71654, -3.23109, 2.11675], [-0.26505, -2.82487, -2.06596], [-2.21386, -1.11287, -3.31986], [1.17663, -3.24648, 5.21664], [0.07269, -2.81008, 4.42131], [-1.29330, -3.36918, 4.56537], [0.25453, -1.80372, 3.51038], [-0.74286, -1.27929, 2.93485], [1.54171, -2.43863, 5.84043], [2.04370, -3.57445, 4.57757], [0.81867, -4.09358, 5.86067], [-1.26600, -4.43206, 4.97115], [-1.74822, -3.31584, 3.54653], [-1.92236, -2.70558, 5.13803], [1.28052, -1.52384, 3.30920]],
  "lowdin_charge": [1.144, -0.028, -0.549, -0.056, -0.061, -0.141, -0.013, -0.128, -0.037, -0.188, 0.053, -0.248, -0.011, -0.181, -0.041, -0.124, -0.123, -0.543, -0.056, -0.080, -0.060, 0.076, 0.078, 0.084, 0.096, 0.075, 0.087, 0.079, 0.101, 0.086, 0.089, 0.101, 0.090, 0.106, 0.121, 0.119, 0.093, 0.087, 0.091, 0.087, 0.087, 0.095, 0.064, 0.082, 0.060, -0.410, 0.917, -0.528, -0.604, -0.753, 0.104, -0.188, 0.052, -0.002, 0.015, -0.536, 0.097, 0.238, -0.461, 0.102, 0.216, -0.359, 0.089, 0.156, 0.140, 0.152, 0.159, 0.549, 0.130, -0.060, -0.166, -0.016, -0.272, -0.118, 0.085, 0.097, 0.106, 0.117, 0.072, 0.082, 0.140]
}